98
Properties=species:S:1:pos:R:3:lowdin_charge:R:1 method="wB97M-V/def2-TZVPD" homo_energy_ev="-20.23 / -20.23" homo_lumo_gap_ev="10.945 / 4.935" total_charge=+4 molar_mass_g_mol=515.80 spin_multiplicity=2
O -14.885 -34.069 30.753 0.19
C -15.681 -34.859 30.066 -0.67
O -15.172 -35.930 29.673 0.14
O -16.882 -34.517 29.809 0.25
H -14.115 -34.375 30.268 0.14
C -11.442 -35.884 26.775 -0.07
C -12.714 -35.058 26.587 -0.24
C -13.742 -35.885 25.897 -0.13
N -14.981 -35.066 25.432 -0.23
C -15.872 -36.113 24.735 -0.07
C -17.284 -35.495 24.436 -0.12
C -18.049 -34.840 25.630 -0.17
C -17.157 -33.765 26.294 -0.15
C -15.798 -34.420 26.640 -0.08
C -14.621 -34.033 24.391 0.03
H -11.710 -36.832 27.242 0.07
H -10.803 -35.428 27.532 0.07
H -10.886 -36.019 25.847 0.10
H -12.512 -34.191 25.957 0.12
H -13.045 -34.620 27.528 0.10
H -13.969 -36.735 26.542 0.13
H -13.407 -36.305 24.949 0.14
H -15.831 -36.912 25.475 0.12
H -15.381 -36.434 23.816 0.14
H -18.016 -36.261 24.176 0.12
H -17.333 -34.742 23.650 0.12
H -18.379 -35.505 26.428 0.10
H -18.988 -34.400 25.295 0.13
H -17.561 -33.513 27.274 0.10
H -17.151 -32.832 25.731 0.13
H -16.026 -35.188 27.379 0.10
H -15.066 -33.745 27.084 0.12
H -14.316 -33.134 24.927 0.11
H -15.529 -33.713 23.879 0.10
H -13.804 -34.341 23.738 0.13
C -18.110 -39.149 29.333 0.03
N -18.513 -39.114 30.831 -0.31
C -20.026 -39.486 30.795 0.03
C -17.775 -40.260 31.562 0.03
C -18.207 -37.727 31.401 -0.07
C -19.147 -36.518 31.012 -0.18
O -19.123 -36.022 29.650 -0.06
H -17.931 -40.194 29.082 0.11
H -17.182 -38.589 29.217 0.09
H -18.866 -38.603 28.768 0.10
H -20.552 -38.797 30.135 0.11
H -20.515 -39.506 31.769 0.12
H -20.116 -40.551 30.582 0.11
H -18.103 -40.384 32.594 0.11
H -16.736 -39.935 31.516 0.11
H -18.009 -41.217 31.094 0.11
H -17.185 -37.485 31.112 0.11
H -18.232 -37.833 32.486 0.14
H -19.006 -35.646 31.651 0.11
H -20.225 -36.619 31.135 0.13
H -18.282 -35.560 29.612 0.01
C -9.683 -35.532 31.653 0.03
N -9.953 -37.014 31.814 -0.31
C -9.689 -37.649 30.373 0.06
C -8.993 -37.733 32.773 0.03
C -11.364 -37.283 32.462 -0.07
C -12.491 -36.514 31.879 -0.23
O -12.728 -36.747 30.479 -0.07
H -9.974 -34.947 32.525 0.12
H -10.370 -35.375 30.821 0.09
H -8.615 -35.443 31.453 0.12
H -10.087 -38.655 30.507 0.11
H -8.648 -37.825 30.101 0.12
H -10.266 -37.066 29.656 0.07
H -9.206 -37.333 33.764 0.11
H -7.991 -37.413 32.486 0.12
H -9.111 -38.813 32.682 0.12
H -11.257 -36.852 33.457 0.13
H -11.488 -38.353 32.633 0.15
H -12.437 -35.443 32.074 0.11
H -13.481 -36.737 32.279 0.13
H -13.637 -36.560 30.231 0.02
C -15.958 -31.627 32.574 0.04
N -16.903 -32.423 33.520 -0.29
C -16.815 -31.780 34.959 0.05
C -18.343 -32.257 33.054 0.01
C -16.555 -33.978 33.562 -0.06
C -15.193 -34.478 33.949 -0.27
O -14.790 -33.865 35.144 -0.03
H -16.199 -30.575 32.726 0.12
H -16.128 -31.910 31.535 0.09
H -14.935 -31.838 32.884 0.11
H -17.299 -32.409 35.707 0.12
H -17.163 -30.747 34.942 0.12
H -15.744 -31.737 35.156 0.09
H -18.384 -32.421 31.977 0.10
H -18.741 -31.265 33.269 0.12
H -18.917 -32.989 33.622 0.11
H -17.025 -34.398 32.673 0.10
H -17.187 -34.315 34.383 0.14
H -14.410 -34.303 33.211 0.09
H -15.066 -35.544 34.138 0.13
H -13.933 -34.297 35.189 0.11


106
Properties=species:S:1:pos:R:3:lowdin_charge:R:1 method="wB97M-V/def2-TZVPD" homo_energy_ev=-8.55 homo_lumo_gap_ev=8.832 total_charge=0 molar_mass_g_mol=762.25
C 3.748 -5.045 3.856 -0.06
C 3.136 -4.493 2.657 -0.26
N 2.633 -4.024 1.738 0.15
H 4.409 -5.873 3.612 0.08
H 2.983 -5.394 4.547 0.09
H 4.294 -4.251 4.365 0.06
C -2.662 -0.358 -5.100 -0.26
S -3.524 -0.631 -3.530 0.82
O -3.884 0.677 -2.885 -0.56
C -5.078 -1.266 -4.245 -0.23
H -2.518 -1.284 -5.653 0.06
H -1.687 0.075 -4.879 0.00
H -3.213 0.349 -5.725 0.06
H -5.799 -1.285 -3.433 0.05
H -4.911 -2.260 -4.657 0.05
H -5.363 -0.575 -5.036 0.05
C -4.816 -0.822 1.500 -0.27
S -5.444 -2.507 1.702 0.84
O -5.821 -3.024 0.315 -0.58
C -3.844 -3.259 2.057 -0.28
H -4.086 -0.835 0.688 0.04
H -4.279 -0.460 2.378 0.04
H -5.674 -0.193 1.282 0.04
H -3.880 -4.349 2.031 0.05
H -3.530 -3.058 3.086 0.05
H -3.070 -2.922 1.368 0.04
C -0.914 2.598 1.958 -0.24
S -0.811 1.044 2.928 0.81
O -2.124 0.318 2.904 -0.55
C -0.666 1.893 4.525 -0.25
H -1.141 2.343 0.929 0.04
H 0.045 3.109 2.061 0.03
H -1.654 3.253 2.416 0.04
H 0.013 2.738 4.418 0.06
H -0.283 1.183 5.252 0.03
H -1.631 2.249 4.888 0.07
C -4.873 4.716 1.222 -0.25
S -4.511 2.938 1.303 0.81
O -5.810 2.403 1.840 -0.56
C -4.510 2.459 -0.448 -0.26
H -3.942 5.286 1.177 0.04
H -5.380 4.958 2.151 0.05
H -5.508 4.935 0.366 0.05
H -4.095 1.460 -0.562 0.01
H -3.921 3.082 -1.129 0.06
H -5.520 2.504 -0.856 0.07
C -1.337 2.702 -3.819 -0.26
S 0.179 2.121 -4.650 0.84
O 0.471 3.312 -5.535 -0.56
C 1.205 2.211 -3.153 -0.27
H -1.702 1.918 -3.152 0.01
H -2.050 2.892 -4.616 0.05
H -1.133 3.623 -3.280 0.06
H 0.859 1.612 -2.310 0.01
H 1.352 3.240 -2.811 0.06
H 2.222 1.908 -3.422 0.05
C -1.237 -0.546 -0.899 -0.25
S 0.539 -0.601 -0.605 0.82
O 0.919 0.759 -0.054 -0.57
C 0.447 -1.728 0.821 -0.24
H -1.693 -0.031 -0.048 0.05
H -1.668 -1.545 -0.960 0.05
H -1.504 0.008 -1.796 0.01
H 0.101 -1.160 1.681 0.01
H 1.474 -2.016 1.042 0.00
H -0.140 -2.625 0.643 0.06
C 4.114 0.089 -1.221 -0.25
S 5.029 -1.069 -0.121 0.80
O 5.855 -1.893 -1.054 -0.56
C 6.186 0.170 0.577 -0.25
H 3.398 0.691 -0.664 0.00
H 3.603 -0.494 -1.984 0.05
H 4.851 0.701 -1.744 0.06
H 5.766 1.177 0.599 0.02
H 6.953 0.225 -0.201 0.06
H 6.619 -0.095 1.536 0.04
C 3.610 3.682 -0.141 -0.01
C 2.945 3.515 1.191 -0.49
O 2.161 4.361 1.560 0.06
C 3.176 2.255 1.968 -0.02
H 4.642 3.313 -0.158 0.08
H 3.586 4.690 -0.543 0.09
H 3.100 3.031 -0.862 0.07
H 4.244 2.140 2.158 0.08
H 2.817 1.336 1.496 0.06
H 2.586 2.315 2.883 0.07
C 0.332 -4.267 -5.312 -0.02
C 0.243 -3.174 -4.295 -0.49
O -0.157 -2.076 -4.616 0.05
C 0.555 -3.455 -2.844 -0.01
H 1.300 -4.770 -5.333 0.09
H 0.186 -3.831 -6.299 0.08
H -0.446 -5.011 -5.127 0.09
H 1.425 -2.844 -2.598 0.08
H 0.825 -4.492 -2.653 0.08
H -0.324 -3.164 -2.273 0.07
C 2.180 -0.043 4.725 -0.02
C 3.180 -1.188 4.775 -0.48
O 2.971 -2.172 5.449 0.06
C 4.372 -1.165 3.843 -0.02
H 2.665 0.871 5.064 0.09
H 1.296 -0.356 5.269 0.08
H 1.907 0.059 3.670 0.06
H 4.834 -0.177 3.768 0.08
H 4.107 -1.484 2.832 0.06
H 5.124 -1.858 4.217 0.08


122
Properties=species:S:1:pos:R:3:lowdin_charge:R:1 method="wB97M-V/def2-TZVPD" homo_energy_ev="-0.43 / -2.70" homo_lumo_gap_ev="3.952 / 6.220" total_charge=-2 molar_mass_g_mol=1055.17 spin_multiplicity=3
O 1.998 -3.254 -0.698 -0.51
V 1.892 -2.111 -1.873 0.83
C 5.646 -0.277 -1.946 -0.11
C 5.091 -1.627 -1.563 -0.61
C 4.692 -1.599 -0.070 -0.08
O 4.021 -1.934 -2.393 -0.34
H 6.054 -0.013 -2.922 0.05
H 6.480 -0.022 -1.293 0.06
H 4.883 0.498 -1.877 0.05
H 5.945 -2.289 -1.707 0.11
H 4.368 -2.616 0.150 0.07
H 3.967 -0.809 0.121 0.06
H 5.541 -1.393 0.581 0.06
C 0.174 -0.463 -0.584 -1.01
O -0.527 0.147 0.260 -0.06
O -0.157 -1.299 -1.418 -0.11
O 1.426 -0.506 -0.532 -0.14
O 0.162 -4.063 1.456 -0.28
S -0.871 -4.072 2.520 0.68
O -1.550 -5.275 2.951 -0.30
O -0.305 -3.183 3.778 -0.30
C -0.814 -3.301 5.093 -0.29
C 0.174 -4.036 5.965 -0.07
C -2.120 -2.865 1.866 -0.09
H -1.747 -3.856 5.001 0.11
H -0.966 -2.383 5.659 0.12
H 1.079 -3.429 5.987 0.08
H 0.443 -5.070 5.753 0.08
H -0.114 -4.126 7.013 0.07
H -2.545 -2.557 2.821 0.05
H -2.824 -3.517 1.348 0.06
H -1.582 -2.126 1.272 0.06
O 1.734 5.182 1.019 -0.35
S 2.752 4.452 0.205 0.71
O 3.035 4.888 -1.182 -0.32
O 4.143 4.387 1.044 -0.27
C 4.175 4.017 2.421 -0.29
C 5.394 4.491 3.163 -0.08
C 2.336 2.608 0.315 -0.08
H 4.267 2.937 2.544 0.11
H 3.270 4.352 2.928 0.12
H 5.366 5.484 3.611 0.07
H 6.361 4.355 2.678 0.08
H 5.354 3.830 4.029 0.08
H 3.017 1.993 -0.274 0.06
H 1.363 2.385 -0.122 0.04
H 2.293 2.192 1.322 0.05
O 0.038 0.946 -4.733 -0.29
S 1.350 0.422 -4.360 0.72
O 1.450 -0.912 -3.728 -0.38
O 2.286 0.331 -5.712 -0.28
C 3.540 -0.342 -5.704 -0.25
C 4.190 -0.028 -7.048 -0.08
C 2.174 1.697 -3.293 -0.07
H 3.291 -1.399 -5.601 0.13
H 4.191 0.099 -4.949 0.12
H 5.137 -0.556 -7.159 0.07
H 4.353 1.041 -7.185 0.07
H 3.679 -0.296 -7.973 0.07
H 2.936 1.231 -2.668 0.05
H 1.360 2.200 -2.770 0.07
H 2.709 2.436 -3.889 0.07
O -4.669 -2.213 -3.868 -0.32
S -3.677 -3.221 -3.512 0.69
O -3.933 -4.683 -3.516 -0.33
O -2.408 -2.958 -4.520 -0.29
C -1.773 -1.739 -4.671 -0.30
C -1.423 -1.719 -6.182 -0.04
C -2.886 -2.717 -1.950 -0.10
H -0.850 -1.907 -4.116 0.10
H -2.226 -0.905 -4.135 0.11
H -2.320 -1.614 -6.792 0.07
H -1.018 -2.719 -6.341 0.08
H -0.754 -0.896 -6.432 0.06
H -3.477 -3.037 -1.092 0.05
H -2.892 -1.627 -1.947 0.05
H -1.920 -3.213 -1.850 0.08
O -5.081 -2.063 1.251 -0.29
S -5.317 -0.765 0.703 0.63
O -5.505 -0.618 -0.702 -0.25
O -6.574 0.031 1.487 -0.25
C -7.005 -0.375 2.728 -0.34
C -6.221 0.257 3.904 -0.06
C -3.974 0.291 1.299 -0.11
H -7.091 -1.462 2.750 0.11
H -8.047 -0.082 2.857 0.11
H -5.356 -0.406 3.934 0.06
H -6.760 0.161 4.846 0.07
H -5.929 1.272 3.634 0.08
H -3.649 0.013 2.301 0.06
H -4.349 1.312 1.225 0.05
H -3.164 0.074 0.602 0.05
O -4.497 2.746 -0.772 -0.34
S -3.536 3.161 -1.834 0.74
O -3.948 3.984 -2.966 -0.32
O -2.145 3.889 -1.234 -0.26
C -1.651 3.508 0.023 -0.28
C -2.125 4.417 1.203 -0.05
C -2.705 1.525 -2.512 -0.05
H -0.562 3.509 0.073 0.10
H -2.033 2.503 0.204 0.08
H -1.609 4.334 2.159 0.07
H -3.189 4.223 1.340 0.06
H -1.974 5.449 0.886 0.07
H -3.538 0.864 -2.752 0.05
H -2.091 0.975 -1.800 0.05
H -2.202 1.794 -3.441 0.05
O 2.440 1.212 3.638 -0.31
S 2.237 -0.054 4.297 0.67
O 2.929 -0.567 5.450 -0.31
O 0.590 -0.122 4.628 -0.28
C -0.366 -0.090 3.537 -0.26
C -0.745 1.363 3.294 -0.07
C 2.356 -1.356 2.939 -0.06
H -1.256 -0.602 3.905 0.10
H -0.143 -0.651 2.630 0.09
H -1.503 1.389 2.511 0.05
H 0.089 1.933 2.884 0.07
H -1.228 1.919 4.098 0.08
H 1.886 -2.306 3.193 0.05
H 3.418 -1.550 2.791 0.06
H 1.890 -0.868 2.083 0.05


108
Properties=species:S:1:pos:R:3:lowdin_charge:R:1 method="wB97M-V/def2-TZVPD" homo_energy_ev=-4.37 homo_lumo_gap_ev=5.586 total_charge=-1 e_above_lowest_kcal_mol=12.04 molar_mass_g_mol=843.82
C 2.423 0.469 0.391 -0.11
C 2.761 1.497 -0.707 -0.24
C 3.855 0.876 -1.622 -0.20
C 3.556 1.006 -3.127 -0.20
C 3.006 -0.285 -3.771 -0.23
C 1.939 -1.006 -2.937 -0.29
C 2.244 -2.489 -2.549 -0.27
In 4.359 -3.033 -2.059 0.73
C 5.038 -2.480 0.013 -0.24
C 6.437 -1.951 -0.118 -0.29
O 7.040 -1.633 1.187 -0.04
C 8.385 -1.839 1.134 -0.55
O 9.068 -1.233 0.404 0.14
C 8.896 -2.921 2.074 -0.13
C 7.736 -3.804 2.571 -0.09
C 4.710 -5.276 -2.271 -0.16
B 6.212 -5.469 -1.989 -0.83
O 6.725 -6.227 -0.918 0.08
O 7.161 -4.902 -2.855 0.06
H 1.510 0.730 0.924 0.06
H 3.258 0.372 1.080 0.07
H 2.287 -0.522 -0.028 0.05
H 1.853 1.670 -1.292 0.08
H 3.116 2.394 -0.204 0.09
H 4.048 -0.153 -1.335 0.07
H 4.763 1.449 -1.421 0.10
H 2.918 1.863 -3.332 0.10
H 4.517 1.177 -3.617 0.10
H 2.520 0.055 -4.690 0.09
H 3.824 -0.920 -4.089 0.05
H 1.031 -1.024 -3.539 0.09
H 1.667 -0.475 -2.033 0.07
H 1.665 -2.683 -1.641 0.00
H 1.800 -3.137 -3.306 0.02
H 5.508 -2.272 -3.229 -0.03
H 4.412 -1.661 0.363 0.01
H 5.002 -3.308 0.719 0.04
H 7.056 -2.714 -0.601 0.10
H 6.457 -1.108 -0.801 0.10
H 9.560 -3.557 1.498 0.11
H 9.407 -2.417 2.889 0.11
H 7.181 -4.175 1.722 0.06
H 7.089 -3.223 3.217 0.08
H 8.155 -4.626 3.149 0.07
H 4.102 -5.805 -1.539 0.01
H 4.530 -5.619 -3.290 0.02
H 6.364 -5.869 -0.096 0.07
H 7.296 -3.969 -2.641 0.05
C -1.370 3.193 -0.996 -0.27
S -1.335 1.453 -1.452 0.80
O -0.862 1.372 -2.858 -0.55
C -3.120 1.267 -1.461 -0.28
H -0.343 3.557 -0.960 0.05
H -1.932 3.763 -1.738 0.06
H -1.829 3.298 -0.014 0.01
H -3.562 1.970 -2.166 0.05
H -3.503 1.450 -0.462 0.03
H -3.358 0.248 -1.763 0.05
C -5.836 4.703 1.395 -0.27
S -5.868 2.963 0.963 0.83
O -5.409 2.856 -0.451 -0.56
C -7.662 2.804 0.952 -0.27
H -4.799 5.026 1.418 0.01
H -6.383 5.279 0.646 0.05
H -6.279 4.847 2.380 0.05
H -8.090 3.506 0.235 0.05
H -8.047 3.001 1.953 0.05
H -7.910 1.786 0.660 0.05
C -2.659 -3.283 1.038 -0.27
S -0.930 -3.758 0.879 0.80
O -0.137 -2.502 0.843 -0.56
C -1.049 -4.358 -0.808 -0.27
H -2.798 -2.833 2.019 0.04
H -2.913 -2.558 0.262 0.05
H -3.283 -4.172 0.948 0.02
H -1.405 -3.556 -1.457 0.06
H -1.730 -5.208 -0.839 0.00
H -0.055 -4.669 -1.127 0.05
C -7.114 9.953 3.317 -0.27
S -7.658 8.276 2.960 0.80
O -6.535 7.365 3.302 -0.55
C -7.668 8.463 1.170 -0.27
H -7.001 10.048 4.395 0.05
H -6.157 10.141 2.830 0.06
H -7.865 10.660 2.966 0.05
H -6.674 8.751 0.825 0.06
H -8.401 9.220 0.889 0.05
H -7.945 7.507 0.731 0.04
C -2.165 6.719 2.662 -0.26
S -2.069 4.983 2.197 0.77
O -2.922 4.225 3.150 -0.54
C -0.360 4.746 2.699 -0.25
H -3.178 7.067 2.466 0.04
H -1.939 6.829 3.723 0.06
H -1.458 7.294 2.062 0.05
H -0.252 4.987 3.757 0.06
H 0.287 5.384 2.096 0.06
H -0.098 3.703 2.531 0.06
C -5.254 -7.348 0.406 -0.27
S -3.525 -7.826 0.270 0.84
O -2.725 -6.572 0.246 -0.56
C -3.625 -8.419 -1.424 -0.27
H -5.406 -6.906 1.389 0.05
H -5.495 -6.617 -0.366 0.06
H -5.883 -8.232 0.302 0.05
H -3.974 -7.617 -2.075 0.06
H -4.306 -9.269 -1.470 0.05
H -2.630 -8.732 -1.732 0.05


Short version: F_max = 2.937, 2.021, 7.269, 3.247 eV Å⁻¹, in the order given.